Record 1
The following is a DFT calculation (ωB97M-V with the def2-TZVPD basis set) of a structure of composition C31H23N6O7RbTe.

The molar mass is 804.63 g/mol. The electronic energy is -2342.55278 Eh. The value obtained for the energy above the lowest of the compared OMol25 structures with the same formula, charge and spin is 33.8 kcal per mole. The total charge is -2. For the lowest unoccupied orbital energy, the calculation gives 0.128 Ha.

Geometry as XYZ:
```
69
C31H23N6O7RbTe, DFT ωB97M-V with the def2-TZVPD basis set
Rb -0.09652 -0.23457 -0.24772
O 2.27074 -3.18152 -4.86887
C 2.24594 -1.92798 -5.35578
C 2.76043 -1.70452 -6.63126
C 2.76130 -0.43869 -7.18799
C 2.25455 0.63287 -6.47000
C 1.75992 0.42246 -5.19594
C 1.74047 -0.84111 -4.61868
C 1.19124 -0.98662 -3.23335
O 0.90294 0.03300 -2.56115
N 1.07405 -2.24150 -2.85218
N 0.76141 -2.58202 -1.58509
C -0.39356 -2.99422 -1.23745
C -1.59964 -3.21103 -2.02137
C -1.54399 -3.64853 -3.33860
C -2.68819 -4.02057 -4.02040
C -3.90659 -3.98730 -3.35381
C -3.99118 -3.54584 -2.05275
C -2.85655 -3.08408 -1.34445
O -2.93532 -2.58417 -0.16198
H 1.83077 -3.10500 -3.95460
H 3.15377 -2.55286 -7.17276
H 3.17143 -0.29009 -8.18042
H 2.24892 1.62684 -6.90142
H 1.38011 1.24358 -4.60359
H -0.47466 -3.28485 -0.18985
H -0.57734 -3.72995 -3.81602
H -2.62864 -4.35552 -5.04942
H -4.80772 -4.31081 -3.86679
H -4.94528 -3.54523 -1.53970
O 3.63677 -1.75934 3.70878
C 2.62206 -1.31315 2.90062
O 2.41076 -1.86429 1.84048
C 1.86982 -0.18962 3.44412
C 2.19031 0.44316 4.65399
C 1.35942 1.44674 5.10850
C 0.22551 1.77797 4.37228
C 0.00655 1.11242 3.16511
N 0.80856 0.17421 2.70654
C -1.23028 1.32389 2.30728
O -1.10423 2.01105 1.26209
O -2.25897 0.76837 2.69981
H 4.05214 -2.49911 3.24090
H 3.06973 0.13940 5.20190
H 1.57402 1.96314 6.03568
H -0.46241 2.53524 4.71691
H 0.16528 2.77388 1.20689
N 3.60289 6.94952 -0.22164
C 2.94736 6.17715 0.32999
N 2.21980 5.42071 1.06896
C 1.60468 4.35408 1.03184
N 1.10341 3.30731 1.22809
C -4.89640 -0.30407 -1.11289
Te -3.52598 -0.27587 0.58210
C -4.53091 1.68421 0.74672
C -5.91788 1.44480 0.27930
C -7.02108 2.13661 0.75425
C -8.30007 1.82302 0.32057
C -8.48724 0.80191 -0.59379
C -7.39006 0.10573 -1.07959
C -6.10754 0.41673 -0.65566
H -5.11853 -1.30240 -1.47378
H -4.41363 0.24366 -1.92892
H -4.00836 2.38412 0.08855
H -4.51030 2.09207 1.75525
H -6.87225 2.92309 1.48310
H -9.14676 2.37831 0.70508
H -9.48576 0.54707 -0.92964
H -7.53405 -0.69934 -1.78950
```

The net atomic charges from Löwdin, expressed in e, are: number 1, Rb, carries 0.96; number 2, O, carries 0.01; number 3, C, carries -0.29; number 4, C, carries -0.05; number 5, C, carries -0.13; number 6, C, carries -0.13; number 7, C, carries -0.04; number 8, C, carries -0.07; number 9, C, carries -0.51; number 10, O, carries -0.24; number 11, N, carries -0.02; number 12, N, carries -0.05; number 13, C, carries -0.21; number 14, C, carries -0.15; number 15, C, carries -0.05; number 16, C, carries -0.14; number 17, C, carries -0.13; number 18, C, carries -0.06; number 19, C, carries -0.43; number 20, O, carries -0.34; number 21, H, carries 0.06; number 22, H, carries 0.10; number 23, H, carries 0.09; number 24, H, carries 0.08; number 25, H, carries 0.11; number 26, H, carries 0.11; number 27, H, carries 0.10; number 28, H, carries 0.08; number 29, H, carries 0.09; number 30, H, carries 0.10; number 31, O, carries 0.08; number 32, C, carries -0.44; number 33, O, carries 0.12; number 34, C, carries -0.18; number 35, C, carries 0.00; number 36, C, carries -0.05; number 37, C, carries 0.02; number 38, C, carries -0.20; number 39, N, carries 0.17; number 40, C, carries -0.72; number 41, O, carries -0.13; number 42, O, carries -0.11; number 43, H, carries 0.12; number 44, H, carries 0.11; number 45, H, carries 0.10; number 46, H, carries 0.12; number 47, H, carries 0.03; number 48, N, carries 0.08; number 49, C, carries -0.41; number 50, N, carries 0.11; number 51, C, carries -0.24; number 52, N, carries 0.25; number 53, C, carries -0.37; number 54, Te, carries 1.47; number 55, C, carries -0.39; number 56, C, carries -0.31; number 57, C, carries -0.06; number 58, C, carries -0.13; number 59, C, carries -0.13; number 60, C, carries -0.06; number 61, C, carries -0.30; number 62, H, carries 0.03; number 63, H, carries 0.07; number 64, H, carries 0.06; number 65, H, carries 0.05; number 66, H, carries 0.10; number 67, H, carries 0.08; number 68, H, carries 0.08; number 69, H, carries 0.10

Record 2
The following is a DFT calculation (ωB97M-V with the def2-TZVPD basis set) of an isolated molecule of C3H4N2O2.

The molar mass is 100.08 g/mol. As for the structure (SMILES): N[C@H](C=O)N=C=O. The electronic energy is -376.69484 Eh. The value obtained for the energy above the lowest of the compared OMol25 structures with the same formula, charge and spin is 43.3 kcal per mole. For the lowest unoccupied orbital energy, the calculation gives 0.014 Ha.

Geometry as XYZ:
```
11
C3H4N2O2, DFT ωB97M-V with the def2-TZVPD basis set
N -1.73371 -0.29981 -0.15827
C -0.34468 -0.24652 0.20194
C 0.14345 1.16474 0.55294
O 1.31442 1.43183 0.44211
C 1.82152 -0.54441 -0.62643
O 2.98635 -0.46144 -0.67825
N 0.62795 -0.83197 -0.70323
H -2.11049 -1.22542 0.01273
H -1.90584 -0.07798 -1.13381
H -0.56241 1.90431 0.95760
H -0.23655 -0.81334 1.13267
```

The net atomic charges from Löwdin, expressed in e, are: number 1, N, carries 0.06; number 2, C, carries -0.40; number 3, C, carries -0.15; number 4, O, carries 0.07; number 5, C, carries -0.34; number 6, O, carries 0.17; number 7, N, carries 0.14; number 8, H, carries 0.08; number 9, H, carries 0.09; number 10, H, carries 0.13; number 11, H, carries 0.15

Record 3
The following is a DFT calculation (ωB97M-V with the def2-TZVPD basis set) of an isolated molecule of C2H3BrO2.

The molar mass is 138.95 g/mol. As for the structure (SMILES): BrCC1OO1. The electronic energy is -2802.34849 Eh. The value obtained for the energy above the lowest of the compared OMol25 structures with the same formula, charge and spin is 103.6 kcal per mole. For the lowest unoccupied orbital energy, the calculation gives 0.025 Ha.

Geometry as XYZ:
```
8
C2H3BrO2, DFT ωB97M-V with the def2-TZVPD basis set
C -0.53480 -0.40082 0.37165
C 0.57737 0.26767 -0.51120
O -1.56008 0.32806 1.05631
O -1.78148 -0.46896 -0.05956
Br 2.23254 0.43959 0.46404
H -0.01599 -1.22613 1.05538
H 0.38322 1.26570 -0.86579
H 0.69924 -0.20511 -1.51082
```

The net atomic charges from Löwdin, expressed in e, are: number 1, C, carries -0.44; number 2, C, carries -0.55; number 3, O, carries 0.02; number 4, O, carries 0.02; number 5, Br, carries 0.65; number 6, H, carries 0.17; number 7, H, carries 0.05; number 8, H, carries 0.08

The HOMO-LUMO gap results, record by record, are as follows: 5.396; 10.430; 11.225 eV.